(1)
{"formula": "C28H32N4O2S", "method": "ωB97M-V with the def2-TZVPD basis set", "energy_ev": -50444.37652, "mol_weight_da": 488.66, "spin_multiplicity": 1, "elements": ["C", "N", "C", "C", "C", "C", "C", "C", "C", "C", "O", "N", "C", "C", "S", "N", "C", "C", "O", "C", "C", "H", "H", "H", "H", "H", "H", "H", "H", "H", "H", "H", "H", "H", "H", "H", "H", "H", "C", "C", "C", "N", "C", "C", "C", "C", "C", "C", "C", "C", "C", "C", "H", "H", "H", "H", "H", "H", "H", "H", "H", "H", "H", "H", "H", "H", "H"], "coordinates": [[3.80409, 5.43516, -1.30643], [2.42765, 5.73419, -0.91814], [2.22231, 6.89443, -0.03528], [1.49804, 4.71481, -1.03093], [1.83923, 3.38064, -0.72413], [0.89279, 2.36320, -0.71774], [-0.42390, 2.59163, -1.11649], [-1.46847, 1.41376, -1.00637], [-2.47120, 1.53315, 0.07678], [-3.71991, 0.89167, -0.17833], [-4.06803, 0.40243, -1.27182], [-4.54833, 0.72806, 0.96120], [-5.88240, 0.13942, 0.78574], [-4.00398, 0.55160, 2.22719], [-4.85499, -0.23764, 3.44650], [-2.80182, 1.19390, 2.42461], [-2.41633, 1.41750, 3.82956], [-2.23137, 2.03655, 1.40287], [-1.52794, 2.98646, 1.77657], [-0.75691, 3.91696, -1.51066], [0.14193, 4.97750, -1.37880], [3.77415, 4.98373, -2.30754], [4.37473, 6.36846, -1.35410], [4.28592, 4.72062, -0.61672], [1.18008, 7.26904, -0.00964], [2.54705, 6.71068, 1.02757], [2.87257, 7.68048, -0.43459], [2.85612, 3.12949, -0.40470], [1.18026, 1.36081, -0.40644], [-2.09760, 1.49710, -1.92285], [-6.63137, 0.82102, 1.28553], [-6.09009, 0.08387, -0.30552], [-5.98196, -0.87813, 1.29302], [-1.41442, 1.84897, 3.91853], [-3.17100, 2.06146, 4.30626], [-2.42408, 0.47211, 4.38477], [-1.74423, 4.14936, -1.92395], [-0.13318, 6.01076, -1.61031], [-4.07444, -2.40151, -4.15821], [-3.27389, -1.33748, -4.88821], [-2.56677, -0.52135, -3.80798], [-2.40386, -1.50401, -2.68640], [-1.60753, -1.37254, -1.61561], [-0.78990, -0.17991, -1.30641], [-0.09394, -0.49930, 0.03949], [-0.73460, -1.76084, 0.52311], [-1.58912, -2.28689, -0.46405], [-2.30944, -3.46492, -0.17448], [-2.12873, -4.07392, 1.06748], [-1.28502, -3.51886, 2.04571], [-0.59404, -2.34224, 1.77126], [-3.37865, -2.54646, -2.77683], [-5.13147, -2.11481, -4.02987], [-4.09159, -3.39140, -4.63208], [-2.51179, -1.80552, -5.50510], [-3.90250, -0.74195, -5.53090], [-1.58414, -0.11308, -4.11177], [-3.19049, 0.34310, -3.48388], [-0.21215, 0.28574, -2.13189], [1.01576, -0.58502, 0.00689], [-0.34232, 0.29140, 0.76156], [-3.01133, -3.90027, -0.86974], [-2.68244, -4.97169, 1.31477], [-1.12796, -4.03272, 2.99597], [0.13979, -1.89734, 2.44073], [-4.10269, -2.50697, -1.94408], [-2.87150, -3.51480, -2.74767]], "mulliken_charge": [-0.98, 0.10, -0.93, 0.60, -0.58, 0.06, -0.57, 0.84, 0.00, 0.10, -0.72, 0.13, -1.20, 0.05, -0.34, 0.38, -1.17, -0.13, -0.70, -0.35, -0.85, 0.31, 0.31, 0.30, 0.32, 0.27, 0.30, 0.14, 0.17, 0.46, 0.32, 0.38, 0.37, 0.32, 0.38, 0.37, 0.40, 0.43, -0.76, -0.74, -0.48, 0.08, -0.60, 0.60, -1.35, 0.15, 0.77, -0.43, -1.06, -0.66, -0.64, -0.71, 0.31, 0.33, 0.30, 0.37, 0.39, 0.23, 0.93, 0.63, 0.43, 0.45, 0.40, 0.42, 0.50, 0.35, 0.48]}



(2)
{"formula": "C5H13NS", "method": "ωB97M-V with the def2-TZVPD basis set", "relative_energy_kj_mol": 46.4, "energy_ev": -17720.76959, "smiles": "CSCC[C@H](C)N", "mol_weight_da": 119.23, "spin_multiplicity": 1, "elements": ["C", "C", "C", "C", "S", "C", "N", "H", "H", "H", "H", "H", "H", "H", "H", "H", "H", "H", "H", "H"], "coordinates": [[2.58459, 0.57969, -0.84934], [1.15787, 0.77312, -0.32059], [0.61621, -0.49107, 0.39065], [-0.88012, -0.49931, 0.59839], [-1.71238, -1.05336, -0.92823], [-3.30045, -1.45394, -0.18127], [0.98612, 2.00649, 0.44886], [2.58998, -0.14011, -1.65445], [3.14540, 0.13973, 0.00719], [3.17282, 1.49031, -0.97130], [0.52661, 0.83240, -1.21181], [0.90442, -1.40363, -0.15378], [1.19976, -0.51457, 1.32347], [-1.30284, 0.43387, 0.97403], [-1.15132, -1.26439, 1.31799], [-4.08317, -1.65526, -0.87394], [-3.64630, -0.53016, 0.39540], [-3.30214, -2.18881, 0.62903], [1.68571, 2.11499, 1.16552], [0.80925, 2.82401, -0.10583]], "mulliken_charge": [-1.47, 0.31, -0.90, -0.76, -0.07, -0.87, -0.53, 0.36, 0.30, 0.40, 0.36, 0.36, 0.40, 0.44, 0.35, 0.35, 0.25, 0.29, 0.21, 0.23]}



no.,orbital gap (eV)
1,5.79
2,9.45